# 1
{"formula": "C5H6OS2", "method": "ωB97M-V/def2-TZVPD", "e_tot_ha": -1065.6194, "homo_ev": -8.731, "de_lowest_kcal_mol": 68.64, "lumo_energy_ha": -0.009, "smiles": "S=C1CSC[C@@H]2O[C@@H]12", "species": ["S", "S", "O", "C", "C", "C", "C", "C", "H", "H", "H", "H", "H", "H"], "coordinates": [[1.668198, -1.198298, -0.198106], [-2.494179, -0.357560, -0.323780], [-0.091769, 2.270992, 0.121755], [-1.039843, -0.214258, 0.316284], [2.081450, 0.611568, -0.137045], [-0.242608, 0.976227, 0.642420], [0.695213, 1.176543, -0.469125], [-0.059822, -1.379229, 0.561452], [-0.417529, -2.313865, 0.118845], [2.858972, 0.880760, -0.876623], [0.217768, 0.853018, 1.628288], [0.276768, 0.913455, -1.446372], [-0.158749, -1.514432, 1.650561], [2.566267, 0.881760, 0.817517]], "forces_ev_per_a": [[-0.275, 0.016, 0.421], [-0.521, -0.046, -0.114], [0.213, -0.512, -0.522], [0.236, -0.132, -0.656], [-0.004, 0.636, -0.206], [0.664, -0.444, 0.556], [0.021, 0.347, 0.893], [-0.421, 0.229, -0.006], [-0.032, 0.340, -0.095], [-0.513, -0.685, -0.089], [0.078, 0.171, -0.157], [0.494, 0.105, 0.222], [0.968, -0.067, -0.098], [-0.909, 0.042, -0.150]]}



# 2
{"formula": "C5H6S", "method": "ωB97M-V/def2-TZVPD", "e_tot_ha": -592.2576, "homo_ev": -7.649, "de_lowest_kcal_mol": 8.93, "lumo_energy_ha": 0.033, "smiles": "C=C1C=CSC1", "species": ["S", "C", "C", "C", "C", "C", "H", "H", "H", "H", "H", "H"], "coordinates": [[-1.611078, -0.335168, -0.031925], [2.436485, -0.228303, -0.035421], [-0.807403, 1.186447, 0.026182], [1.086128, -0.133691, -0.033003], [0.537229, 1.190777, 0.020842], [0.022526, -1.151982, 0.058836], [3.076932, -1.128247, -0.110006], [3.008098, 0.734525, 0.023382], [1.159569, 2.071409, 0.107433], [-1.419811, 2.087578, -0.038908], [0.149099, -1.840852, -0.726581], [0.153575, -1.741206, 1.030866]], "forces_ev_per_a": [[0.400, -0.531, 0.045], [0.423, 0.051, -0.187], [0.225, 1.592, -0.365], [2.392, 0.898, 0.585], [-1.537, 0.352, 0.298], [0.137, -1.275, 1.831], [-0.828, 0.435, 0.158], [-0.582, -1.060, -0.183], [-0.149, 0.007, -0.200], [0.149, -0.275, 0.244], [-0.194, -1.037, -1.013], [-0.437, 0.844, -1.213]]}



# 3
{"formula": "C5H6S", "method": "ωB97M-V/def2-TZVPD", "e_tot_ha": -592.1587, "homo_ev": -8.680, "de_lowest_kcal_mol": 71.03, "lumo_energy_ha": -0.006, "smiles": "CC#CC(C)=S", "species": ["S", "C", "C", "C", "C", "C", "H", "H", "H", "H", "H", "H"], "coordinates": [[3.183213, 1.075174, 0.143941], [0.515616, 0.379378, 0.383408], [-1.645972, 1.836752, -0.127211], [-0.416851, 1.113941, 0.163579], [2.290647, -1.553432, -0.342917], [2.194951, -0.127785, 0.107968], [3.418880, -1.823223, -0.519720], [-2.190698, 1.518485, -0.995406], [-2.418782, 1.963072, 0.598749], [-1.193868, 2.790379, -0.279261], [1.701842, -1.633403, -1.290147], [1.786974, -2.157409, 0.526390]], "forces_ev_per_a": [[1.621, 0.830, 0.160], [4.084, -1.193, -0.915], [0.839, 0.464, -0.174], [-0.987, -1.612, 0.500], [0.795, -0.536, 1.168], [-5.248, 0.454, 0.052], [-2.295, 0.325, 0.406], [0.265, -0.328, -0.750], [0.009, -0.274, 1.198], [-0.531, 1.397, -0.589], [0.413, -0.200, 0.853], [1.034, 0.672, -1.907]]}